18
Properties=species:S:1:pos:R:3:forces:R:3 method="wB97M-V/def2-TZVPD" spin_multiplicity=1 smiles="C=CCC1OCCO1" e_lumo_ev=0.88 de_lowest_kj_mol=651.7 orbital_gap_ev=9.716
C 3.03808 -0.57287 -0.47274 -6.142 3.694 0.005
C 1.62694 -0.29702 -0.04047 5.915 -2.085 0.275
C 1.10431 1.12415 0.51794 -1.387 -2.574 1.726
C -0.46245 1.04340 0.15130 1.562 -0.799 3.497
O -0.57687 -0.35756 1.05893 -4.411 3.082 -2.504
C -1.86370 -0.75870 0.43519 1.259 -6.074 4.050
C -2.09358 -0.02292 -0.81239 -0.514 -2.211 -1.672
O -0.88563 0.56514 -1.02570 3.212 1.142 -1.919
H 3.59023 0.33123 -0.95511 -0.460 -2.040 1.190
H 3.14643 -1.60966 -0.73755 0.779 -0.059 -0.132
H 1.10438 -1.35388 0.25529 0.986 3.359 -0.788
H 1.71821 2.05510 0.33105 -0.796 -1.300 -0.137
H 0.99376 0.88706 1.80053 0.650 1.179 -3.868
H -1.20523 1.90770 0.46496 1.581 -1.689 0.278
H -1.72911 -1.93781 0.01168 -0.110 2.751 1.709
H -2.57683 -0.87851 1.34088 0.462 0.700 -2.023
H -2.16060 -0.91979 -1.57427 -0.864 2.796 0.658
H -2.76836 0.79496 -0.74951 -1.722 0.128 -0.344

***

13
Properties=species:S:1:pos:R:3:forces:R:3 method="wB97M-V/def2-TZVPD" spin_multiplicity=1 smiles="CC=C=N.C#C" e_lumo_ev=0.86 de_lowest_kj_mol=340.7 orbital_gap_ev=9.939
C 2.65519 0.45082 -0.29518 0.081 0.024 -0.092
C 1.60739 -0.01653 0.68238 -0.202 -0.134 -0.023
C 0.58957 -0.76170 0.33355 -0.155 -0.162 -0.054
N -0.41601 -1.37797 -0.02660 0.553 0.202 0.179
H 3.61183 -0.05129 -0.11121 -0.123 0.097 -0.025
H 2.35460 0.24035 -1.32524 0.047 0.028 0.154
H 2.82042 1.52909 -0.20358 -0.040 -0.150 -0.008
H 1.70151 0.23964 1.73432 -0.043 -0.061 -0.130
H -0.31679 -2.39274 -0.02821 0.037 0.050 0.025
C -4.15644 0.86510 -0.21729 0.243 -0.168 0.022
C -3.15445 0.20387 -0.15545 -0.304 0.216 -0.041
H -5.04629 1.45241 -0.27364 0.151 -0.103 0.016
H -2.25053 -0.38106 -0.11386 -0.244 0.161 -0.022

***

30
Properties=species:S:1:pos:R:3:forces:R:3 method="wB97M-V/def2-TZVPD" total_charge=-1 spin_multiplicity=1 e_lumo_ev=3.08 de_lowest_kj_mol=17.3 orbital_gap_ev=8.959
C 3.06313 -2.03030 0.11977 4.357 -2.412 0.739
C 1.63714 1.11873 1.14294 -1.549 -5.030 0.292
C 4.03695 0.76729 0.47467 -1.640 -0.529 -0.762
C 2.18796 0.85577 -1.30780 -1.728 0.951 -1.745
C -3.87575 1.47120 -0.95326 0.525 2.687 -0.300
C -3.88738 -2.36348 0.39410 -2.938 -1.656 -1.008
C 2.29023 -1.04111 0.01928 -2.618 1.348 0.078
C 2.52556 0.47054 0.08288 2.827 -1.572 1.493
O -1.46360 -1.34418 -0.26619 0.784 -0.314 -0.029
O 3.93915 -2.83969 0.23085 -1.878 0.941 -0.255
O -1.92167 0.64099 1.42403 -0.741 -0.900 -1.675
O -3.09515 0.35747 -1.03028 1.541 -1.416 1.392
O -3.66944 -1.21460 1.03857 1.836 4.204 0.801
P -2.34996 -0.35700 0.37228 -1.486 1.296 0.599
H 1.80057 2.10251 0.99335 -0.444 3.627 -0.226
H 0.58363 0.64853 0.91239 1.523 1.774 0.956
H 1.96419 0.85086 2.20708 -0.497 0.148 -1.560
H 4.31381 1.77626 0.26952 0.119 0.855 -0.573
H 4.66376 0.08254 -0.05309 0.730 -0.289 -0.486
H 4.22449 0.65805 1.51758 -0.139 -0.456 0.931
H 1.06423 0.77290 -1.40634 1.117 -0.085 -0.224
H 2.42025 1.86947 -1.53286 0.054 1.428 0.261
H 2.67266 0.38101 -2.18616 -0.173 -0.645 1.009
H -4.27233 1.77522 -1.93199 0.101 -0.520 -0.125
H -3.37141 2.42201 -0.59919 0.087 -1.008 -0.120
H -4.69178 1.36479 -0.30589 -1.504 -0.378 1.106
H -4.23763 -2.17394 -0.62535 0.623 -0.198 -0.550
H -4.83995 -2.79461 0.81486 1.158 -0.368 0.205
H -2.98557 -2.92505 0.45118 0.221 -1.399 -0.344
H 1.27390 -1.30220 -0.26695 -0.268 -0.082 0.119

***

| no. | electronic energy (Eh) |
| --- | --- |
| 1 | -384.85418 |
| 2 | -249.34347 |
| 3 | -1032.07252 |